[1]
{
  "formula": "C2H7N2",
  "method": "wB97M-V/def2-TZVPD",
  "symbols": ["C", "N", "C", "N", "H", "H", "H", "H", "H", "H", "H"],
  "positions_angstrom": [[0.537, -1.172, 1.080], [-0.164, -0.624, -0.118], [-0.003, 0.616, -0.467], [-0.699, 1.468, -1.196], [-0.239, -1.539, 1.746], [1.279, -1.905, 0.778], [1.038, -0.340, 1.563], [-0.582, -1.379, -0.646], [0.762, 1.152, 0.091], [-1.429, 1.293, -1.860], [-0.501, 2.430, -0.972]],
  "energy_ha": -189.6623,
  "charge": 1,
  "relative_energy_kj_mol": 47.39,
  "smiles": "CNC=[NH2+]"
}

[2]
{
  "formula": "C13H21N5O",
  "method": "wB97M-V/def2-TZVPD",
  "symbols": ["C", "C", "C", "C", "N", "C", "O", "N", "C", "H", "H", "C", "N", "C", "N", "C", "C", "C", "N", "H", "H", "H", "C", "H", "C", "H", "H", "H", "H", "H", "H", "H", "H", "H", "H", "H", "H", "H", "H", "H"],
  "positions_angstrom": [[4.364, 2.621, -0.211], [3.562, 1.873, 0.848], [4.021, 0.427, 1.047], [3.845, -0.467, -0.186], [2.470, -0.572, -0.624], [1.656, -1.527, -0.079], [2.076, -2.425, 0.627], [0.334, -1.451, -0.438], [-0.233, -0.393, -1.248], [-0.164, 0.574, -0.726], [0.303, -0.317, -2.202], [-1.705, -0.687, -1.532], [-2.422, -0.859, -0.295], [-3.553, -0.184, -0.026], [-4.089, -0.364, 1.191], [-5.211, 0.280, 1.444], [-5.825, 1.115, 0.520], [-5.181, 1.237, -0.703], [-4.061, 0.602, -0.988], [-5.571, 1.868, -1.493], [-6.741, 1.636, 0.739], [-5.627, 0.119, 2.431], [-1.792, -1.661, 0.737], [-2.522, -2.369, 1.138], [-0.595, -2.394, 0.147], [-0.052, -2.934, 0.926], [-0.928, -3.120, -0.604], [-1.471, -1.013, 1.561], [-1.790, -1.590, -2.148], [-2.165, 0.144, -2.069], [2.060, 0.275, -0.978], [4.169, -1.479, 0.063], [4.443, -0.097, -1.022], [3.455, -0.016, 1.869], [5.077, 0.420, 1.324], [3.665, 2.397, 1.801], [2.501, 1.892, 0.586], [4.215, 2.190, -1.199], [4.058, 3.664, -0.249], [5.425, 2.584, 0.022]],
  "energy_ha": -857.0286,
  "charge": 0,
  "relative_energy_kj_mol": 0.00,
  "smiles": "CCCCNC(=O)N1CCN(c2ncccn2)CC1"
}